1.
This record from the OMol25 dataset describes 7 unconnected molecules or ions with the total composition C63H130F6N6O7PS2. The level of theory is ωB97M-V/def2-TZVPD.

Structure (XYZ):
```
215
Properties=species:S:1:pos:R:3
C -6.868 0.078 -0.353
C -6.640 0.609 1.074
C -7.301 1.972 1.441
N -7.020 2.474 2.877
C -7.873 1.749 3.916
C -7.612 2.295 5.323
C -7.767 3.853 5.335
C -7.073 4.660 4.271
C -7.283 4.012 2.823
C -5.552 2.283 3.222
H -7.922 0.145 -0.619
H -6.491 -0.941 -0.415
H -6.311 0.784 -0.971
H -5.575 0.514 1.285
H -7.123 -0.119 1.730
H -8.374 2.097 1.290
H -6.939 2.753 0.771
H -8.908 2.021 3.704
H -7.873 0.661 3.862
H -8.429 1.782 5.832
H -6.704 1.873 5.751
H -8.807 4.180 5.317
H -7.268 4.173 6.251
H -7.376 5.707 4.268
H -6.003 4.740 4.472
H -8.307 4.211 2.508
H -6.598 4.427 2.086
H -5.344 1.217 3.286
H -5.268 2.769 4.154
H -4.839 2.726 2.527
C -2.933 1.585 -9.489
C -1.865 1.662 -8.435
C -2.259 2.334 -7.083
N -1.362 1.805 -5.913
C -1.586 2.606 -4.618
C -3.058 2.477 -4.149
C -3.446 1.028 -3.924
C -3.109 0.118 -5.132
C -1.704 0.316 -5.622
C 0.139 1.888 -6.235
H -2.686 0.700 -10.074
H -2.930 2.458 -10.141
H -3.941 1.466 -9.092
H -0.928 2.156 -8.691
H -1.566 0.613 -8.401
H -3.271 2.106 -6.753
H -2.066 3.405 -7.126
H -1.353 3.658 -4.784
H -0.913 2.309 -3.813
H -3.686 3.041 -4.842
H -3.250 3.092 -3.269
H -4.483 0.874 -3.628
H -2.876 0.845 -3.011
H -3.847 0.019 -5.931
H -3.301 -0.888 -4.752
H -1.538 -0.202 -6.564
H -1.083 0.007 -4.781
H 0.556 2.878 -6.061
H 0.184 1.447 -7.228
H 0.685 1.211 -5.577
C 8.322 4.513 4.201
C 7.381 4.625 3.007
C 5.985 3.996 3.194
C 5.140 4.182 1.870
P 3.538 3.186 1.594
C 2.864 2.636 3.184
C 2.469 3.719 4.169
C 1.984 3.116 5.471
C 2.379 4.041 6.656
C 3.826 1.639 0.538
C 4.953 0.614 0.822
C 6.410 1.176 0.846
C 6.888 1.867 -0.414
C 2.348 4.039 0.585
C 2.798 4.454 -0.862
C 1.507 4.914 -1.592
C 1.775 5.195 -3.057
H 8.234 3.529 4.667
H 8.032 5.140 5.046
H 9.367 4.734 3.993
H 7.866 4.280 2.093
H 7.187 5.690 2.860
H 5.511 4.441 4.068
H 6.199 2.944 3.388
H 5.700 4.251 0.938
H 4.721 5.183 2.003
H 3.699 2.047 3.572
H 2.043 1.926 3.065
H 1.642 4.359 3.862
H 3.419 4.235 4.313
H 2.431 2.139 5.668
H 0.919 2.954 5.300
H 2.118 5.058 6.362
H 3.427 4.016 6.955
H 1.867 3.812 7.591
H 3.833 1.847 -0.531
H 2.875 1.121 0.666
H 4.830 -0.307 0.251
H 4.761 0.161 1.798
H 6.987 0.250 0.898
H 6.713 1.756 1.717
H 6.049 2.403 -0.865
H 7.061 1.154 -1.222
H 7.728 2.554 -0.336
H 1.841 4.793 1.190
H 1.548 3.321 0.387
H 3.201 3.528 -1.270
H 3.516 5.273 -0.836
H 1.253 5.841 -1.075
H 0.655 4.251 -1.432
H 0.934 5.685 -3.549
H 2.086 4.357 -3.681
H 2.573 5.939 -3.089
C 0.350 -1.210 7.812
C 1.266 -2.176 6.996
C 0.870 -3.596 7.261
C 1.158 -4.671 6.183
C 0.517 -4.206 4.822
C 0.986 -2.835 4.307
N 1.105 -1.835 5.462
O 1.362 -0.571 5.140
C -0.084 -2.362 3.317
C 2.399 -2.948 3.788
C 2.759 -1.984 7.367
H 0.577 -0.146 7.719
H 0.453 -1.384 8.882
H -0.674 -1.201 7.437
H -0.221 -3.591 7.274
H 1.256 -4.115 8.138
H 0.622 -5.605 6.337
H 2.208 -4.822 5.932
H -0.565 -4.272 4.952
H 0.672 -5.021 4.114
H -1.071 -2.396 3.778
H -0.132 -3.067 2.487
H 0.062 -1.393 2.847
H 3.132 -3.121 4.578
H 2.674 -2.043 3.244
H 2.594 -3.804 3.142
H 3.429 -2.746 6.970
H 2.771 -2.025 8.456
H 3.067 -1.020 6.964
C -6.203 -4.639 -1.586
C -5.132 -4.386 -2.681
C -5.004 -2.857 -2.891
C -4.081 -2.076 -1.925
C -2.765 -2.697 -1.920
C -2.758 -4.167 -1.421
N -3.838 -4.998 -2.113
O -3.936 -6.264 -1.886
C -3.000 -4.203 0.093
C -1.414 -4.879 -1.717
C -5.549 -5.096 -3.971
H -6.089 -3.924 -0.770
H -6.122 -5.624 -1.128
H -7.213 -4.512 -1.975
H -5.997 -2.443 -2.718
H -4.646 -2.648 -3.900
H -4.527 -1.995 -0.932
H -3.908 -1.014 -2.106
H -2.161 -2.082 -1.251
H -2.238 -2.576 -2.868
H -2.446 -3.343 0.475
H -2.540 -5.069 0.565
H -4.013 -3.990 0.433
H -1.284 -5.391 -2.675
H -1.202 -5.723 -1.062
H -0.532 -4.259 -1.881
H -5.605 -6.178 -3.857
H -4.857 -4.865 -4.781
H -6.534 -4.750 -4.281
C 2.872 -4.029 -5.970
C 3.795 -4.135 -4.702
C 4.889 -5.197 -4.864
C 5.930 -5.243 -3.705
C 6.548 -3.824 -3.520
C 5.522 -2.656 -3.319
N 4.472 -2.777 -4.371
O 3.552 -1.793 -4.287
C 6.251 -1.290 -3.677
C 5.021 -2.414 -1.866
C 2.851 -4.622 -3.552
H 2.556 -4.936 -6.485
H 3.390 -3.340 -6.637
H 1.899 -3.568 -5.792
H 5.224 -5.118 -5.901
H 4.451 -6.190 -4.978
H 6.792 -5.845 -3.992
H 5.442 -5.715 -2.854
H 7.198 -3.483 -4.326
H 7.150 -3.766 -2.612
H 5.512 -0.514 -3.476
H 6.491 -1.225 -4.738
H 7.120 -1.096 -3.051
H 4.254 -1.658 -1.704
H 5.814 -2.173 -1.158
H 4.626 -3.341 -1.443
H 2.249 -5.439 -3.946
H 2.201 -3.767 -3.362
H 3.341 -4.930 -2.630
C 1.168 -1.511 -0.745
F 0.392 -2.261 -0.012
F 2.373 -1.420 -0.148
F 1.285 -2.056 -1.928
S 0.496 0.260 -0.963
O 1.592 0.983 -1.607
O -0.681 0.049 -1.780
N 0.328 0.643 0.733
S -1.170 0.602 0.817
O -1.927 1.542 -0.017
O -1.710 -0.765 0.705
C -1.469 1.233 2.670
F -0.834 2.425 2.801
F -2.772 1.465 2.976
F -0.907 0.414 3.563
```

## Properties
Charge   +5
Multiplicity   1
E_LUMO   -13.04 eV
Calculated total energy   -137919.1462 eV
Frontier orbital gap   5.61 eV

Here are the Mulliken charges for atoms 1 to 99, given in e:
1. C -1.076
2. C 0.157
3. C -0.903
4. N 0.293
5. C -0.639
6. C -0.581
7. C -0.608
8. C -0.680
9. C -0.727
10. C -1.743
11. H 0.442
12. H 0.084
13. H 0.288
14. H 0.060
15. H 0.277
16. H 0.557
17. H 0.398
18. H 0.447
19. H 0.420
20. H 0.453
21. H 0.268
22. H 0.343
23. H 0.294
24. H 0.459
25. H 0.298
26. H 0.445
27. H 0.443
28. H 0.427
29. H 0.734
30. H 0.374
31. C -1.388
32. C -0.552
33. C -0.480
34. N 0.228
35. C -0.831
36. C -1.300
37. C 0.541
38. C -0.007
39. C -0.551
40. C -0.926
41. H 0.371
42. H 0.357
43. H 0.348
44. H 0.471
45. H 0.266
46. H 0.425
47. H 0.412
48. H 0.476
49. H 0.463
50. H 0.477
51. H 0.571
52. H 0.657
53. H -0.710
54. H 0.502
55. H -0.373
56. H 0.621
57. H -0.027
58. H 0.293
59. H 0.449
60. H 0.279
61. C -1.424
62. C -0.553
63. C -0.731
64. C -1.519
65. P 1.608
66. C -0.866
67. C -0.649
68. C 0.071
69. C -1.511
70. C 0.368
71. C -0.257
72. C -0.539
73. C -1.052
74. C -0.913
75. C -0.487
76. C -0.355
77. C -1.390
78. H 0.340
79. H 0.350
80. H 0.378
81. H 0.357
82. H 0.393
83. H 0.522
84. H 0.407
85. H 0.708
86. H 0.815
87. H 0.698
88. H 0.338
89. H 0.415
90. H -0.035
91. H 0.069
92. H 0.256
93. H 0.370
94. H 0.369
95. H 0.421
96. H 0.689
97. H -1.231
98. H -0.174
99. H 0.201


2.
This record from the OMol25 dataset describes 14 unconnected molecules or ions with the total composition C34H96O14. The level of theory is ωB97M-V/def2-TZVPD.

Structure (XYZ):
```
144
Properties=species:S:1:pos:R:3
C -0.600 0.952 -6.613
C -1.050 -0.302 -5.837
O -0.642 -0.239 -4.487
H 0.476 1.010 -6.502
H -1.055 1.885 -6.227
H -0.916 0.854 -7.654
H -0.579 -1.078 -6.284
H -2.160 -0.436 -5.900
H -0.813 -1.116 -4.066
C 3.344 2.197 3.751
C 4.213 1.832 2.554
O 3.289 1.672 1.473
H 2.685 1.404 3.886
H 2.741 3.052 3.402
H 3.811 2.623 4.653
H 4.706 0.840 2.618
H 5.051 2.510 2.411
H 2.639 2.382 1.371
C 2.215 5.596 1.782
C 1.451 5.045 0.628
O 1.196 3.587 0.699
H 1.710 5.273 2.733
H 2.283 6.660 1.685
H 3.227 5.232 1.771
H 1.982 5.217 -0.285
H 0.414 5.504 0.494
H 1.080 3.379 -0.280
C -4.674 1.086 2.635
C -3.607 0.151 2.118
O -3.727 -1.117 2.794
H -4.797 1.915 1.955
H -4.469 1.398 3.621
H -5.580 0.534 2.598
H -2.579 0.553 2.263
H -3.749 -0.064 1.054
H -3.384 -0.925 3.700
C -1.001 -0.370 4.424
C 0.313 0.298 4.652
O 0.092 1.731 4.720
H -0.778 -1.349 4.176
H -1.534 -0.003 3.602
H -1.600 -0.387 5.331
H 1.004 0.134 3.806
H 0.744 -0.095 5.619
H -0.074 2.019 3.848
C -1.355 4.538 3.782
C -1.864 3.771 2.586
O -1.095 2.557 2.352
H -1.250 3.846 4.592
H -1.828 5.393 4.130
H -0.249 4.773 3.638
H -1.985 4.379 1.754
H -2.886 3.423 2.884
H -0.340 2.851 1.816
C -5.056 -2.892 -1.369
C -4.053 -1.848 -1.884
O -2.694 -1.912 -1.498
H -6.050 -2.444 -1.530
H -4.961 -3.109 -0.274
H -4.923 -3.817 -1.941
H -4.440 -0.896 -1.491
H -4.116 -1.852 -2.951
H -2.731 -2.206 -0.531
C -0.459 5.307 -3.455
C 0.749 4.409 -3.076
O 0.593 3.377 -2.042
H -1.171 5.473 -2.678
H -1.047 4.975 -4.294
H -0.035 6.250 -3.795
H 1.557 5.004 -2.681
H 1.147 3.881 -3.899
H -0.257 2.863 -2.251
C -2.788 2.636 -1.334
C -2.617 1.715 -2.463
C -3.884 1.787 -3.353
O -1.449 2.098 -3.214
H -3.034 3.673 -1.683
H -1.956 2.513 -0.659
H -3.689 2.408 -0.739
H -2.521 0.684 -2.060
H -4.071 2.798 -3.748
H -4.719 1.415 -2.730
H -3.930 1.163 -4.245
H -0.957 1.315 -3.571
C 5.774 -0.832 -1.503
C 5.606 0.268 -0.435
C 6.999 0.661 -0.006
O 4.861 1.331 -0.907
H 6.316 -1.632 -1.084
H 6.184 -0.489 -2.455
H 4.836 -1.194 -1.966
H 5.181 -0.200 0.414
H 7.625 0.839 -0.899
H 7.459 -0.247 0.391
H 7.058 1.525 0.747
H 4.381 1.661 -0.139
C -1.688 -5.042 0.356
C -2.708 -4.507 1.293
C -2.440 -4.847 2.727
O -2.711 -3.054 1.114
H -1.558 -6.121 0.454
H -0.711 -4.558 0.412
H -1.966 -5.008 -0.679
H -3.653 -4.817 0.838
H -2.449 -5.935 3.005
H -3.140 -4.294 3.409
H -1.416 -4.473 2.889
H -3.216 -2.659 1.845
C 1.490 -1.843 -0.890
C 1.500 -0.460 -0.274
C 0.081 0.127 -0.112
O 2.112 -0.755 1.043
H 1.049 -1.850 -1.905
H 1.033 -2.521 -0.137
H 2.590 -2.130 -0.894
H 2.194 0.232 -0.817
H 0.176 1.188 0.128
H -0.511 -0.450 0.696
H -0.469 -0.034 -0.994
H 2.414 0.168 1.316
C 0.381 -4.623 -4.366
C -0.832 -3.723 -4.494
C -2.238 -4.391 -4.391
O -0.733 -2.790 -3.473
H 0.338 -5.493 -5.052
H 0.358 -4.903 -3.350
H 1.357 -4.061 -4.482
H -0.829 -3.249 -5.480
H -3.087 -3.713 -4.591
H -2.510 -4.894 -3.382
H -2.270 -5.174 -5.103
H -1.477 -2.756 -2.846
C 2.871 -3.866 4.784
C 2.980 -2.930 3.642
C 4.085 -3.309 2.703
O 1.711 -2.865 3.003
H 1.962 -3.757 5.313
H 3.677 -3.689 5.508
H 3.043 -4.904 4.520
H 3.225 -1.958 4.068
H 4.974 -3.304 3.292
H 4.116 -2.549 1.980
H 3.908 -4.261 2.153
H 1.822 -2.230 2.278
```

## Properties
Multiplicity   1
E_LUMO   0.61 eV
Calculated total energy   -65477.0912 eV
Frontier orbital gap   10.04 eV

Here are the Mulliken charges for atoms 1 to 99, given in e:
1. C -1.290
2. C -0.239
3. O -0.458
4. H 0.325
5. H 0.187
6. H 0.408
7. H 0.445
8. H 0.271
9. H 0.328
10. C -0.755
11. C -0.098
12. O 0.340
13. H -0.132
14. H 0.031
15. H 0.478
16. H 0.360
17. H 0.228
18. H -0.201
19. C -1.210
20. C -0.109
21. O -0.163
22. H 0.116
23. H 0.448
24. H 0.257
25. H 0.247
26. H 0.223
27. H 0.257
28. C -1.896
29. C 1.611
30. O -0.625
31. H 0.352
32. H 0.451
33. H 0.487
34. H -0.761
35. H -0.354
36. H 0.310
37. C 0.061
38. C 0.537
39. O -0.555
40. H 0.596
41. H -1.056
42. H 0.519
43. H -0.512
44. H 0.357
45. H 0.181
46. C -1.296
47. C -0.161
48. O 0.986
49. H 0.338
50. H 0.515
51. H -0.002
52. H 0.420
53. H 0.096
54. H -0.468
55. C -1.160
56. C -0.334
57. O 0.735
58. H 0.436
59. H 0.035
60. H 0.308
61. H 0.118
62. H 0.496
63. H -0.284
64. C -1.163
65. C -0.558
66. O -0.349
67. H 0.275
68. H 0.240
69. H 0.392
70. H 0.491
71. H 0.358
72. H 0.315
73. C -1.313
74. C 2.498
75. C -1.722
76. O -0.326
77. H 0.309
78. H -0.016
79. H 0.490
80. H -1.318
81. H 0.355
82. H 0.378
83. H 0.292
84. H 0.300
85. C -1.647
86. C 1.598
87. C -1.422
88. O -0.651
89. H 0.396
90. H 0.436
91. H 0.244
92. H -0.214
93. H 0.391
94. H 0.379
95. H 0.233
96. H 0.233
97. C -0.891
98. C 0.665
99. C -1.191


- Which of these has the highest calculated total energy?
  C34H96O14